{
  "formula": "C23H62N2O7",
  "method": "ωB97M-V/def2-TZVPD",
  "homo_lumo_gap_ev": 9.79,
  "de_lowest_kcal_mol": 29.94,
  "max_force_ha_per_bohr": 0.0681,
  "smiles": "COC[C@H](C)N.COC[C@H](C)N.CC(C)O.CC(C)O.CC(C)O.CC(C)O.CC(C)O",
  "spin_multiplicity": 1,
  "e_tot_ha": -1549.59748,
  "symbols": ["C", "C", "C", "O", "C", "N", "H", "H", "H", "H", "H", "H", "H", "H", "H", "H", "H", "C", "C", "C", "O", "C", "N", "H", "H", "H", "H", "H", "H", "H", "H", "H", "H", "H", "C", "C", "C", "O", "H", "H", "H", "H", "H", "H", "H", "H", "C", "C", "C", "O", "H", "H", "H", "H", "H", "H", "H", "H", "C", "C", "C", "O", "H", "H", "H", "H", "H", "H", "H", "H", "C", "C", "C", "O", "H", "H", "H", "H", "H", "H", "H", "H", "C", "C", "C", "O", "H", "H", "H", "H", "H", "H", "H", "H"],
  "coordinates": [[-7.100, 8.896, 16.872], [-7.617, 10.330, 17.180], [-9.108, 10.220, 17.633], [-9.772, 11.410, 17.930], [-10.235, 12.266, 16.847], [-6.795, 10.943, 18.216], [-6.106, 8.943, 16.428], [-7.843, 8.462, 16.190], [-7.143, 8.398, 17.810], [-7.542, 10.901, 16.289], [-9.151, 9.595, 18.576], [-9.732, 9.713, 16.851], [-10.881, 11.715, 16.156], [-9.423, 12.780, 16.229], [-10.833, 12.993, 17.445], [-7.359, 11.726, 18.611], [-6.673, 10.289, 18.985], [-0.170, 6.442, 12.865], [-1.565, 6.910, 12.944], [-2.026, 7.680, 11.740], [-1.171, 8.696, 11.402], [-1.243, 9.861, 12.234], [-2.587, 5.838, 13.131], [0.130, 5.805, 13.641], [0.550, 7.258, 12.791], [0.005, 5.828, 12.007], [-1.636, 7.500, 13.861], [-3.036, 8.189, 11.892], [-2.147, 7.036, 10.940], [-2.240, 10.308, 12.277], [-0.520, 10.616, 11.795], [-0.986, 9.505, 13.273], [-2.517, 5.546, 14.071], [-2.303, 5.056, 12.557], [-8.177, 5.332, 17.529], [-6.816, 5.294, 16.779], [-5.759, 4.471, 17.548], [-6.864, 4.724, 15.475], [-8.662, 4.386, 17.690], [-8.852, 5.932, 16.935], [-8.022, 5.839, 18.481], [-6.478, 6.306, 16.585], [-6.101, 3.494, 17.838], [-5.473, 4.951, 18.470], [-4.849, 4.398, 16.910], [-7.020, 3.747, 15.547], [-4.112, 8.198, 18.874], [-2.660, 8.082, 19.117], [-2.208, 6.656, 18.856], [-1.873, 8.882, 18.193], [-4.321, 7.795, 17.865], [-4.418, 9.243, 18.789], [-4.749, 7.725, 19.572], [-2.347, 8.418, 20.147], [-1.095, 6.601, 19.094], [-2.272, 6.417, 17.817], [-2.710, 5.927, 19.475], [-1.687, 9.710, 18.565], [-6.545, 11.194, 12.445], [-8.037, 11.513, 12.728], [-8.948, 10.326, 12.377], [-8.185, 11.667, 14.156], [-6.386, 11.013, 11.415], [-6.241, 10.226, 12.872], [-5.969, 12.052, 12.703], [-8.342, 12.439, 12.190], [-8.867, 9.970, 11.301], [-10.006, 10.583, 12.530], [-8.629, 9.465, 12.967], [-7.399, 12.214, 14.372], [-5.574, 16.007, 14.966], [-6.715, 14.968, 14.787], [-7.615, 15.223, 13.631], [-6.032, 13.697, 14.518], [-6.039, 16.983, 15.154], [-4.927, 16.068, 14.063], [-4.963, 15.609, 15.844], [-7.227, 14.942, 15.702], [-8.000, 16.224, 13.564], [-8.363, 14.460, 13.482], [-6.962, 15.064, 12.712], [-5.591, 13.334, 15.345], [-3.705, 10.635, 15.742], [-3.750, 11.726, 16.832], [-2.634, 12.800, 16.613], [-4.989, 12.399, 16.771], [-3.045, 9.789, 15.930], [-3.436, 11.197, 14.810], [-4.747, 10.094, 15.665], [-3.567, 11.268, 17.813], [-1.579, 12.440, 16.411], [-2.531, 13.464, 17.476], [-2.869, 13.472, 15.800], [-5.717, 11.959, 17.326]]
}

{
  "formula": "C23H64O9",
  "method": "ωB97M-V/def2-TZVPD",
  "homo_lumo_gap_ev": [7.63, 1.62],
  "de_lowest_kcal_mol": 59.87,
  "max_force_ha_per_bohr": 0.0630,
  "spin_multiplicity": 2,
  "s_squared": 0.754,
  "charge": 1,
  "e_tot_ha": -1591.32820,
  "symbols": ["C", "C", "C", "O", "H", "H", "H", "H", "H", "H", "H", "H", "C", "C", "C", "O", "H", "H", "H", "H", "H", "H", "H", "H", "C", "C", "C", "O", "H", "H", "H", "H", "H", "H", "H", "H", "C", "C", "C", "O", "H", "H", "H", "H", "H", "H", "H", "H", "C", "C", "C", "O", "H", "H", "H", "H", "H", "H", "H", "H", "C", "C", "C", "O", "H", "H", "H", "H", "H", "H", "H", "H", "C", "C", "C", "O", "H", "H", "H", "H", "H", "H", "H", "H", "C", "O", "H", "H", "H", "H", "C", "O", "H", "H", "H", "H"],
  "coordinates": [[3.898, -0.799, 2.303], [3.692, -0.277, 0.846], [4.035, 1.247, 0.715], [4.666, -0.946, 0.092], [4.031, -1.877, 2.209], [3.134, -0.363, 2.946], [4.857, -0.330, 2.524], [2.651, -0.416, 0.553], [3.331, 1.846, 1.293], [4.037, 1.441, -0.357], [5.031, 1.383, 1.135], [5.019, -0.279, -0.501], [-1.752, 0.318, -0.233], [-1.407, 0.148, 1.217], [-2.016, -1.066, 1.829], [-0.049, -0.126, 1.268], [-2.758, 0.726, -0.132], [-1.757, -0.462, -0.994], [-1.142, 1.124, -0.639], [-1.589, 1.102, 1.712], [-1.675, -1.102, 2.863], [-1.819, -1.970, 1.253], [-3.094, -0.911, 1.775], [0.065, -1.040, 0.996], [-2.257, 2.089, -6.774], [-2.597, 0.956, -5.789], [-1.632, 1.018, -4.631], [-3.896, 1.114, -5.392], [-1.251, 2.049, -7.194], [-2.312, 3.099, -6.369], [-2.774, 2.039, -7.732], [-2.479, -0.039, -6.217], [-1.979, 0.561, -3.705], [-1.564, 2.036, -4.247], [-0.642, 0.744, -4.996], [-4.403, 1.530, -6.093], [0.992, -1.031, -3.334], [2.443, -1.492, -2.921], [2.498, -3.004, -2.833], [3.161, -1.023, -4.008], [0.836, 0.047, -3.278], [0.262, -1.456, -2.645], [0.663, -1.378, -4.313], [2.740, -0.945, -2.026], [1.805, -3.307, -2.049], [3.478, -3.455, -2.678], [2.206, -3.520, -3.748], [3.119, -0.064, -3.974], [-1.021, 3.435, 4.787], [0.367, 2.815, 5.041], [0.805, 1.659, 4.116], [1.371, 3.770, 5.121], [-1.713, 2.636, 4.521], [-0.991, 4.155, 3.969], [-1.322, 3.812, 5.765], [0.288, 2.401, 6.046], [0.095, 0.838, 4.216], [1.770, 1.265, 4.435], [0.779, 1.844, 3.043], [1.646, 4.087, 4.257], [1.667, 5.868, 0.287], [0.849, 5.133, 1.297], [0.018, 4.023, 0.561], [1.639, 4.413, 2.195], [2.487, 6.446, 0.714], [1.158, 6.573, -0.370], [2.219, 5.124, -0.288], [0.249, 5.861, 1.844], [-0.644, 3.505, 1.255], [0.652, 3.350, -0.017], [-0.718, 4.389, -0.156], [2.310, 3.921, 1.717], [-1.444, -5.487, 0.507], [-0.730, -6.832, 0.703], [-0.352, -7.333, -0.679], [0.368, -6.525, 1.589], [-1.502, -4.910, 1.430], [-2.472, -5.712, 0.226], [-0.996, -4.872, -0.273], [-1.389, -7.514, 1.240], [-1.213, -7.454, -1.337], [0.062, -8.293, -0.372], [0.424, -6.821, -1.247], [-0.021, -6.003, 2.295], [-0.785, -3.523, 4.436], [0.245, -3.878, 3.620], [-0.490, -3.017, 5.355], [-1.448, -2.926, 3.810], [-1.212, -4.503, 4.648], [0.804, -4.464, 4.135], [-4.420, 2.420, -2.323], [-4.998, 3.333, -1.324], [-5.106, 1.991, -3.053], [-3.533, 2.722, -2.881], [-4.002, 1.555, -1.809], [-5.556, 2.781, -0.772]]
}